Here is 14 unconnected molecules or ions with the total composition C52H92F4O22 in a non-equilibrium geometry from OMol25. Energies are from ωB97M-V with the def2-TZVPD basis set.

XYZ file:
```
170
Properties=species:S:1:pos:R:3:forces:R:3:mulliken_charge:R:1
C -4.2492 3.9407 -2.2208 -0.17 -0.56 -1.83 -0.35
C -4.6022 4.8236 -1.0864 -0.38 1.35 1.68 -0.90
C -3.4354 4.7076 -0.0880 0.11 -0.91 -0.80 -0.79
O -2.9207 3.4028 -0.3987 0.06 0.22 0.31 0.46
C -2.9514 3.3064 -1.8315 1.17 -1.10 1.27 0.72
H -4.1713 4.5020 -3.1519 0.07 -0.08 -0.09 0.42
H -5.0095 3.1761 -2.3802 -0.03 -0.04 -0.03 0.24
H -5.4957 4.4638 -0.5762 -0.14 0.16 -0.06 0.23
H -4.7666 5.8592 -1.3841 -0.12 -0.02 0.04 0.40
H -3.7593 4.7255 0.9526 0.18 0.05 -0.03 0.45
H -2.6214 5.4061 -0.2820 -0.14 0.49 0.12 0.28
H -2.8204 2.2398 -2.0141 -0.41 -0.02 -0.39 -0.61
H -2.0378 3.7496 -2.2275 -0.07 0.58 -0.29 -0.42
C 2.2897 3.2514 -3.3053 0.26 0.40 -0.26 0.19
C 2.0352 4.7479 -3.5518 3.13 -0.38 0.26 -0.50
C 0.6871 4.7850 -4.0393 -2.19 -1.05 -0.16 0.18
O 0.4510 3.4763 -4.7105 -1.64 1.99 0.42 -0.32
C 1.5078 2.6376 -4.4484 1.72 -0.51 -0.67 -0.24
H 1.8363 2.9176 -2.3720 0.26 0.11 0.24 -0.49
H 3.3532 3.0198 -3.3633 -0.08 -0.20 0.32 0.47
H 2.6799 5.0943 -4.3596 0.41 -0.22 -0.12 0.45
H 2.2975 5.4053 -2.7229 -0.48 -0.15 0.22 -0.13
H 0.5742 5.6254 -4.7242 -0.75 -0.28 -0.05 0.42
H 0.0306 4.7843 -3.1692 -0.59 0.52 -0.31 -0.31
H 2.0641 2.6185 -5.3856 0.82 -0.18 -0.02 0.39
H 1.2771 1.5893 -4.2585 -0.81 0.00 0.20 -0.10
C -0.5577 1.9510 3.0960 -0.80 -0.39 -0.36 1.35
C -1.2946 3.3031 3.1706 0.01 -0.40 -0.88 0.42
C -2.0889 3.1790 4.4566 0.27 1.14 0.94 -0.53
O -1.2341 2.4469 5.3330 -0.17 -0.61 -0.55 -0.51
C -0.6580 1.4188 4.5172 0.80 -0.21 0.47 -0.23
H 0.4463 1.9325 2.6721 0.06 0.41 0.18 -0.32
H -1.1509 1.2508 2.5080 0.02 0.15 -0.42 -0.70
H -1.9278 3.4461 2.2950 -0.08 0.00 -0.06 -0.55
H -0.5787 4.1251 3.1717 -0.07 0.12 0.40 0.21
H -3.1045 2.7848 4.4199 0.07 -0.84 -0.59 0.12
H -2.2836 4.1444 4.9237 0.39 0.23 0.09 0.34
H -1.2371 0.4957 4.4882 -0.51 0.04 0.38 -0.01
H 0.3153 1.1321 4.9155 0.02 0.27 0.28 0.31
C 3.1033 -5.2083 -2.2138 1.17 0.54 -0.44 -0.11
C 3.9358 -3.9984 -1.7329 -1.55 0.71 -0.43 -0.83
C 3.9207 -4.1751 -0.2509 0.65 -0.60 -0.18 1.36
O 3.8437 -5.5837 -0.0787 0.60 -1.64 0.09 -0.47
C 3.7465 -6.3031 -1.3568 -1.72 0.76 0.67 -0.56
H 3.1662 -5.2416 -3.3014 0.11 -0.60 -0.01 0.39
H 2.0495 -5.0932 -1.9602 0.03 0.01 0.18 -0.06
H 3.4182 -3.0609 -1.9359 0.27 0.16 -0.53 0.27
H 4.9423 -4.0061 -2.1512 -0.06 -0.01 -0.01 0.35
H 3.0576 -3.7304 0.2444 -0.04 0.24 -0.09 -0.87
H 4.8450 -3.7757 0.1667 -0.03 -0.09 0.44 -0.10
H 3.0405 -7.1166 -1.1899 0.03 -0.06 0.17 0.28
H 4.6585 -6.7750 -1.7224 0.41 0.61 0.12 0.29
C 1.8513 5.4513 0.5613 0.07 -0.36 0.44 -0.11
C 1.8551 6.9822 0.6542 0.69 0.16 0.16 -0.75
C 1.2988 7.3963 -0.7305 1.37 -2.06 0.82 -0.35
O 0.3307 6.3805 -0.9159 -2.11 -0.47 -0.84 -0.47
C 0.5706 5.1666 -0.1569 0.19 0.74 -0.61 1.07
H 1.8405 4.8953 1.4988 0.21 0.40 0.31 0.12
H 2.6842 5.0389 -0.0080 0.24 0.34 -0.12 0.18
H 2.8684 7.3179 0.8749 -0.07 0.35 -0.08 0.42
H 1.2026 7.2830 1.4739 -0.10 0.20 -0.10 0.30
H 2.0703 7.1839 -1.4707 0.51 0.30 -0.14 0.12
H 0.9701 8.4115 -0.9530 -0.64 -0.22 0.61 0.34
H 0.6908 4.2940 -0.7989 -0.19 0.14 -0.45 -0.66
H -0.2541 4.9349 0.5171 -0.24 0.40 0.00 -0.25
C 5.0061 2.5204 1.3701 -0.90 0.78 -1.06 -0.47
C 6.0425 2.0834 2.3445 0.95 -0.41 1.74 -0.81
C 5.2271 1.4435 3.5247 -0.39 0.23 -1.50 -0.22
O 3.9330 1.2661 2.9266 -1.09 0.62 -0.11 -0.28
C 3.6386 2.4228 2.0507 1.55 -1.60 1.10 1.04
H 4.9313 1.8013 0.5544 0.21 0.23 -0.26 0.32
H 5.2079 3.5199 0.9848 0.01 -0.05 -0.27 0.45
H 6.6915 2.9088 2.6370 -0.16 0.10 0.34 0.29
H 6.7388 1.3347 1.9665 -0.20 -0.07 -0.30 0.28
H 5.1561 2.0316 4.4397 0.07 0.31 -0.05 0.38
H 5.5897 0.4489 3.7844 -0.01 0.04 0.00 0.06
H 3.3035 3.2343 2.6966 0.18 0.34 -0.20 0.09
H 2.8954 2.1727 1.2936 -0.24 -0.22 0.52 -1.14
C 4.2986 -1.7581 2.5737 -1.04 -0.84 -0.41 1.37
C 5.4918 -2.5877 3.0754 -0.41 0.49 -1.10 -0.64
C 4.7937 -3.5115 4.0739 0.96 0.70 -0.93 -0.30
O 3.8413 -2.6847 4.6539 -1.21 0.77 1.73 -0.53
C 3.4220 -1.5658 3.8417 1.61 -0.67 -1.16 0.52
H 3.6985 -2.4003 1.9291 0.01 -0.29 -0.11 -1.25
H 4.4704 -0.9040 1.9187 0.34 0.30 0.64 0.30
H 6.2266 -1.8994 3.4931 0.13 -0.28 0.53 0.33
H 5.9697 -3.0907 2.2347 0.08 -0.22 0.09 0.35
H 5.5108 -3.9075 4.7929 -0.27 0.09 0.40 0.37
H 4.3034 -4.3556 3.5888 0.05 -0.20 -0.32 0.00
H 3.6727 -0.5994 4.2791 -0.33 -0.30 0.57 0.05
H 2.3632 -1.6671 3.6034 0.01 0.18 0.17 -0.32
C -4.1681 0.8435 -5.1811 0.17 0.11 0.35 -0.67
C -3.0876 1.1465 -6.1927 1.13 0.29 0.26 -0.72
C -1.9198 1.6487 -5.2272 -1.12 -1.17 -1.54 -0.05
O -2.0957 0.8920 -4.0416 -0.85 -0.42 0.64 -0.12
C -3.3585 0.1679 -4.0809 0.42 0.52 -0.22 0.03
H -4.9812 0.2276 -5.5653 -0.02 0.08 0.10 0.41
H -4.5344 1.7935 -4.7918 -0.39 0.00 0.01 0.14
H -3.3585 1.8458 -6.9837 -0.04 0.28 0.28 0.43
H -2.8146 0.2314 -6.7182 0.29 -0.16 0.14 0.25
H -2.0194 2.7219 -5.0643 0.20 -0.02 0.19 0.06
H -0.9347 1.3757 -5.6056 -0.01 0.45 -0.17 0.10
H -3.8146 0.2060 -3.0916 -0.03 0.14 0.05 0.13
H -3.1807 -0.8801 -4.3221 0.20 -0.13 -0.06 0.06
C -1.4575 -2.8043 5.3916 0.07 -0.46 0.75 -0.58
C -2.9437 -3.0420 5.8061 1.97 0.33 0.49 -0.65
C -3.6228 -2.3312 4.7074 -0.46 1.46 0.05 -0.40
O -2.8421 -2.6043 3.5454 -0.76 0.35 -1.15 -0.23
C -1.4819 -2.9215 3.8799 -1.04 -1.28 1.31 0.35
H -0.8742 -3.5491 5.9330 0.47 0.01 -0.43 0.35
H -1.0451 -1.8278 5.6451 -0.45 0.15 0.43 0.31
H -3.0426 -2.6714 6.8264 -0.58 0.06 -0.14 0.35
H -3.1650 -4.1087 5.7716 0.03 -0.06 0.08 0.31
H -3.6323 -1.2480 4.8280 0.25 0.27 0.42 0.09
H -4.6904 -2.5475 4.6689 0.06 -0.68 -0.94 0.40
H -0.7199 -2.3074 3.4000 -0.33 -0.09 -0.38 -0.27
H -1.4338 -3.9897 3.6680 0.81 0.01 -0.59 -0.02
C -2.2880 -3.8236 -0.4809 0.73 -1.82 1.15 0.72
C -2.7007 -3.8457 -1.9235 1.42 -0.59 -0.56 -0.65
C -3.5209 -2.6083 -1.9997 -0.01 0.12 0.48 1.00
O -4.2254 -2.6632 -0.7620 -1.48 0.98 0.92 -0.59
C -3.4734 -3.3313 0.2984 0.26 0.24 -1.56 -0.14
H -1.3844 -3.2315 -0.3356 -0.13 0.31 -0.03 -0.90
H -2.0787 -4.8051 -0.0556 0.41 -0.27 -0.40 0.44
H -3.2873 -4.7084 -2.2392 -0.18 -0.06 0.38 0.35
H -1.7892 -3.8863 -2.5198 -0.06 0.33 -0.39 0.03
H -4.1611 -2.6423 -2.8812 -0.60 0.18 0.38 0.45
H -2.9754 -1.6649 -2.0249 0.48 -0.07 -0.17 -1.01
H -4.0796 -4.1523 0.6812 -0.14 0.11 -0.04 0.36
H -3.1031 -2.7395 1.1355 -0.69 0.64 -0.08 -0.03
C -5.6480 1.2599 0.9609 -1.59 -0.44 -0.82 0.10
C -4.4628 0.4213 1.3398 0.40 0.43 0.55 0.91
O -4.5447 0.3441 2.7800 0.69 -0.23 -1.04 -0.05
C -5.5153 1.1450 3.2171 -2.61 0.55 4.12 0.51
O -5.7972 1.3829 4.4176 1.50 -0.82 -4.66 -0.62
O -6.3117 1.5250 2.1832 0.53 0.75 0.73 -0.38
F -3.3464 1.1295 1.0266 0.63 -0.16 0.12 -0.33
H -6.3575 0.7335 0.3224 0.03 -0.36 0.10 0.37
H -5.4285 2.1634 0.3921 0.58 0.18 0.49 -0.33
H -4.3824 -0.5508 0.8533 -0.06 -0.17 0.47 -0.34
C 0.9569 -4.0569 -5.7420 0.00 -0.96 1.05 -0.62
C 0.1993 -3.0255 -6.4965 0.05 0.98 0.46 0.35
O -0.2735 -2.1695 -5.4180 0.48 0.55 -0.59 -0.27
C 0.5850 -2.2853 -4.3489 -1.90 1.72 3.19 0.31
O 0.5818 -1.5671 -3.3210 0.18 -2.41 -4.17 -0.26
O 1.2419 -3.4184 -4.4820 1.65 -0.49 -0.02 -0.17
F -0.8199 -3.5746 -7.1820 -0.41 0.16 0.20 -0.28
H 1.8505 -4.4662 -6.2131 0.09 0.43 0.16 0.29
H 0.2944 -4.8891 -5.5039 -0.10 -0.07 -0.18 0.32
H 0.7904 -2.4351 -7.1966 -0.09 0.16 0.04 0.28
C -0.7250 0.4703 -0.5012 -0.35 -1.08 -1.49 1.89
C 0.7235 0.6197 -0.8535 -1.66 -1.19 -1.27 0.59
O 1.3110 -0.5064 -0.2744 3.14 2.34 -3.68 -0.25
C 0.5357 -1.1010 0.5440 0.20 -1.22 1.94 0.01
O 1.0344 -1.9228 1.2664 -1.73 -0.63 0.44 -0.29
O -0.6925 -0.6209 0.4430 -1.66 0.24 0.92 0.37
F 1.1191 1.6910 -0.2367 2.16 3.23 2.16 -0.14
H -1.2615 0.1543 -1.3958 -0.30 -0.22 0.12 -1.16
H -1.1233 1.4391 -0.1995 -0.19 -0.42 0.86 -0.51
H 0.9184 0.8367 -1.9038 0.26 -1.17 -0.19 -0.53
C 0.4890 -5.3083 1.0815 -0.97 -0.80 0.33 0.49
C 1.5048 -5.3764 2.1974 0.91 3.07 -1.22 1.19
O 1.4484 -6.6227 2.6358 -0.10 -4.47 1.15 -0.38
C 1.0217 -7.4867 1.6710 -0.25 -3.59 0.52 0.41
O 1.0625 -8.7506 1.7616 -0.22 6.01 -0.73 -0.61
O 0.5197 -6.7246 0.6609 -0.09 -0.07 -0.25 -0.42
F 1.2127 -4.5623 3.2412 -0.13 0.38 0.01 -0.24
H 0.5282 -4.5736 0.2772 1.10 -0.55 -0.25 -0.08
H -0.4966 -5.0743 1.4838 -0.12 -0.43 0.47 -0.14
H 2.5235 -5.2021 1.8512 0.08 0.55 0.08 -0.28
```
Forces are in eV/Å.

For the orbital gap, the calculation gives 8.928 eV. The maximum force is 6.1 eV/A. The multiplicity is 1.